Model P:
Below is a cluster of 2 separate species, C3H2F4 in total, with properties calculated with the ωB97M-V functional and the def2-TZVPD basis.

Geometry as XYZ:
```
9
Properties=species:S:1:pos:R:3
C -0.745 0.678 1.293
C 0.469 0.963 0.807
C -0.320 -1.628 -1.910
F 1.476 0.972 1.619
F 0.880 0.858 -0.443
F 0.054 -1.239 -3.066
F 0.766 -2.141 -1.348
H -0.950 0.871 2.292
H -1.628 0.667 0.755
```

Output
Frontier orbital gap, eV: 10.2241
LUMO level, eV: 0.21

Model Q:
Below is a cluster of 2 separate species, C3H2F4 in total, with properties calculated with the ωB97M-V functional and the def2-TZVPD basis.

Geometry as XYZ:
```
9
Properties=species:S:1:pos:R:3
C 0.234 0.612 -0.760
C 0.392 1.608 0.030
C -0.409 -1.567 0.404
F 0.359 2.877 -0.338
F 0.372 1.591 1.335
F 0.451 -2.194 -0.398
F -1.600 -1.933 0.090
H 0.337 0.560 -1.811
H -0.135 -1.555 1.446
```

Output
Frontier orbital gap (spin up / spin down), eV: 9.6585 / 8.5305
LUMO level (spin up / spin down), eV: -0.14 / -0.72

Model R:
Below is an isolated molecule of C3H2F4, with properties calculated with the ωB97M-V functional and the def2-TZVPD basis.

Geometry as XYZ:
```
9
Properties=species:S:1:pos:R:3
C -0.245 1.406 1.401
C -0.900 0.340 0.189
C -0.613 -1.113 0.221
F -0.183 2.667 1.162
F -2.148 0.569 -0.288
F -0.049 -1.318 1.457
F 0.300 -1.501 -0.686
H 0.668 0.993 1.790
H -1.670 -1.495 0.133
```

Output
Frontier orbital gap (spin up / spin down), eV: 9.0348 / 8.9502
LUMO level (spin up / spin down), eV: -0.35 / -0.47
SMILES string: F/C=C(\F)C(F)F

Which one is the most stable? From the structures above, model P.